Density functional theory data (wB97M-V/def2-TZVPD) for a molecular structure, C44H42F5FeIN7PS3 in a non-equilibrium geometry.

⟨S²⟩	0.781
LUMO level (alpha / beta)	-2.6 / -5.4	eV
strongest force on any atom	2.50	eV/A
spin multiplicity	2
energy above the lowest of the compared OMol25 structures with the same formula, charge and spin	22.6	kcal per mole
HOMO level (alpha / beta)	-8.452 / -8.151	eV
charge	+1

Positions of all 104 atoms, in Å:
1 Fe -0.102 -0.279 -0.267
2 F -2.934 -0.473 6.057
3 C -2.848 -0.163 4.784
4 C -1.675 -0.416 4.078
5 F -0.639 -0.980 4.676
6 C -1.613 -0.080 2.748
7 F -0.471 -0.279 2.078
8 C -2.694 0.471 2.041
9 S -2.591 0.766 0.360
10 C -3.855 0.729 2.789
11 F -4.907 1.268 2.198
12 C -3.931 0.417 4.131
13 F -5.047 0.656 4.805
14 I 0.365 2.560 -0.450
15 C 0.130 3.559 -2.328
16 C 0.147 4.918 -2.171
17 C 0.076 5.781 -3.273
18 C 0.010 5.246 -4.522
19 C -0.027 3.848 -4.715
20 C -0.125 3.372 -6.038
21 C -0.188 2.037 -6.296
22 C -0.164 1.144 -5.223
23 C -0.067 1.550 -3.907
24 P -0.085 0.063 -2.781
25 C -1.639 -0.667 -3.425
26 C -2.719 0.223 -3.452
27 C -3.990 -0.214 -3.776
28 C -4.208 -1.551 -4.078
29 C -3.146 -2.440 -4.050
30 C -1.873 -2.008 -3.708
31 C 1.413 -0.674 -3.543
32 C 1.476 -1.806 -4.346
33 C 2.673 -2.171 -4.947
34 C 3.825 -1.435 -4.725
35 C 3.773 -0.308 -3.916
36 C 2.577 0.071 -3.337
37 C 0.020 2.939 -3.602
38 H 0.231 5.345 -1.180
39 H 0.083 6.850 -3.117
40 H -0.023 5.882 -5.396
41 H -0.158 4.096 -6.841
42 H -0.271 1.660 -7.305
43 H -0.235 0.087 -5.440
44 H -2.551 1.270 -3.227
45 H -4.808 0.494 -3.789
46 H -5.201 -1.899 -4.327
47 H -3.312 -3.486 -4.270
48 H -1.081 -2.739 -3.661
49 H 0.596 -2.402 -4.534
50 H 2.696 -3.029 -5.605
51 H 4.763 -1.733 -5.174
52 H 4.670 0.276 -3.754
53 H 2.539 0.966 -2.726
54 C 3.079 -6.312 1.483
55 C 2.660 -4.871 1.575
56 C 3.397 -3.986 2.349
57 C 3.005 -2.652 2.461
58 C 3.832 -1.702 3.283
59 C 1.874 -2.216 1.800
60 C 1.076 -3.083 0.996
61 C 1.526 -4.426 0.913
62 N -0.007 -2.569 0.360
63 C -1.104 -3.402 -0.130
64 C -0.715 -4.129 -1.436
65 C -2.274 -2.458 -0.422
66 C -1.601 -4.389 0.938
67 H 4.056 -6.462 1.940
68 H 3.119 -6.651 0.448
69 H 2.364 -6.946 2.011
70 H 4.290 -4.326 2.859
71 H 4.046 -2.127 4.265
72 H 3.306 -0.758 3.413
73 H 4.787 -1.513 2.783
74 H 1.570 -1.186 1.911
75 H 1.005 -5.130 0.281
76 H -0.092 -3.466 -2.039
77 H -1.607 -4.408 -2.000
78 H -0.159 -5.042 -1.239
79 H -1.979 -1.665 -1.116
80 H -2.623 -2.001 0.506
81 H -3.112 -2.997 -0.866
82 H -0.857 -5.139 1.191
83 H -2.496 -4.902 0.582
84 H -1.852 -3.839 1.846
85 S 1.818 1.713 2.617
86 C 2.668 3.001 3.189
87 N 3.904 2.898 3.718
88 C 4.461 4.080 4.358
89 C 3.773 5.275 3.705
90 S 2.144 4.663 3.136
91 H 4.215 1.983 4.010
92 H 5.538 4.113 4.192
93 H 4.274 4.057 5.436
94 H 4.310 5.630 2.828
95 H 3.611 6.091 4.403
96 N 4.843 1.320 0.302
97 N 4.004 0.294 -0.007
98 N 4.404 -0.921 -0.289
99 C 3.264 -1.512 -0.608
100 N 2.232 -0.666 -0.524
101 N 2.730 0.485 -0.133
102 H 5.694 1.011 0.746
103 H 4.340 2.049 0.788
104 H 3.188 -2.546 -0.887

Density functional theory data (wB97M-V/def2-TZVPD) for a molecular structure, C48H57BGeN11ORe.

⟨S²⟩	2.037
LUMO level (alpha / beta)	0.7 / 0.0	eV
strongest force on any atom	0.55	eV/A
spin multiplicity	3
energy above the lowest of the compared OMol25 structures with the same formula, charge and spin	0.0	kcal per mole
HOMO level (alpha / beta)	-6.882 / -7.562	eV

Positions of all 120 atoms, in Å:
1 Re 0.312 -0.122 -0.597
2 C 2.449 -2.676 2.180
3 C 1.551 -1.661 1.856
4 N 1.161 -1.790 0.590
5 N 1.802 -2.871 0.072
6 C 2.585 -3.414 1.021
7 B 1.724 -3.063 -1.459
8 N 0.250 -3.040 -1.930
9 C -0.511 -4.042 -2.410
10 C -1.758 -3.534 -2.705
11 C -1.680 -2.185 -2.351
12 N -0.471 -1.901 -1.890
13 N 2.442 -1.827 -2.095
14 C 3.531 -1.777 -2.878
15 C 3.779 -0.462 -3.213
16 C 2.779 0.256 -2.566
17 N 1.982 -0.569 -1.889
18 N 2.366 -4.341 -1.973
19 C 2.440 -4.707 -3.279
20 C 2.969 -5.970 -3.336
21 C 3.185 -6.310 -1.987
22 N 2.818 -5.336 -1.176
23 H 2.924 -2.859 3.128
24 H 1.160 -0.836 2.437
25 H 3.157 -4.297 0.800
26 H -0.115 -5.038 -2.509
27 H -2.603 -4.066 -3.105
28 H -2.435 -1.416 -2.377
29 H 4.063 -2.676 -3.135
30 H 4.578 -0.076 -3.820
31 H 2.602 1.317 -2.550
32 H 2.098 -4.051 -4.063
33 H 3.168 -6.559 -4.214
34 H 3.590 -7.221 -1.576
35 C 0.909 1.387 6.198
36 N 0.999 1.441 4.757
37 C 2.244 0.970 4.201
38 C -0.101 1.582 3.940
39 N -0.092 1.080 2.759
40 N -1.177 2.258 4.530
41 C -0.912 3.594 5.047
42 C -2.442 2.186 3.823
43 H 1.285 0.423 6.558
44 H -0.125 1.491 6.515
45 H 1.506 2.174 6.670
46 H 3.079 1.533 4.628
47 H 2.231 1.108 3.124
48 H 2.406 -0.094 4.419
49 H -0.924 1.362 2.250
50 H 0.099 3.665 5.437
51 H -1.617 3.827 5.848
52 H -1.020 4.349 4.258
53 H -2.664 1.160 3.534
54 H -2.459 2.810 2.918
55 H -3.232 2.537 4.488
56 C -2.199 -3.036 1.061
57 C -2.715 -2.081 2.136
58 C -1.661 -1.815 3.211
59 C -3.307 -0.774 1.633
60 C -4.525 -0.401 2.189
61 C -5.166 0.777 1.844
62 C -4.577 1.583 0.890
63 C -3.360 1.262 0.290
64 C -2.854 2.243 -0.756
65 C -1.793 3.181 -0.177
66 C -2.426 1.617 -2.083
67 C -2.688 0.086 0.692
68 O -1.514 -0.268 0.160
69 H -2.015 -4.017 1.507
70 H -1.269 -2.686 0.621
71 H -2.930 -3.161 0.261
72 H -3.548 -2.597 2.622
73 H -0.884 -1.159 2.825
74 H -1.204 -2.749 3.550
75 H -2.107 -1.316 4.075
76 H -4.981 -1.066 2.916
77 H -6.112 1.048 2.293
78 H -5.075 2.495 0.579
79 H -3.720 2.867 -0.997
80 H -0.929 2.620 0.181
81 H -2.205 3.741 0.667
82 H -1.453 3.898 -0.930
83 H -1.493 1.057 -2.002
84 H -2.275 2.401 -2.829
85 H -3.200 0.942 -2.457
86 C 0.955 1.451 -0.280
87 Ge 2.120 2.982 -0.115
88 C 1.907 4.074 -1.719
89 C 2.520 5.324 -1.811
90 C 2.372 6.106 -2.948
91 C 1.597 5.650 -4.006
92 C 0.968 4.417 -3.922
93 C 1.122 3.635 -2.784
94 C 3.901 2.187 0.004
95 C 5.011 2.766 -0.608
96 C 6.257 2.156 -0.541
97 C 6.408 0.957 0.142
98 C 5.311 0.371 0.760
99 C 4.068 0.983 0.689
100 C 1.824 4.134 1.430
101 C 2.747 4.166 2.472
102 C 2.570 5.023 3.551
103 C 1.471 5.867 3.593
104 C 0.549 5.852 2.554
105 C 0.725 4.992 1.481
106 H 3.109 5.702 -0.981
107 H 2.854 7.073 -3.005
108 H 1.477 6.261 -4.892
109 H 0.352 4.064 -4.740
110 H 0.611 2.680 -2.715
111 H 4.905 3.694 -1.160
112 H 7.110 2.615 -1.026
113 H 7.378 0.479 0.190
114 H 5.419 -0.568 1.290
115 H 3.213 0.504 1.155
116 H 3.613 3.515 2.444
117 H 3.297 5.036 4.355
118 H 1.334 6.540 4.431
119 H -0.307 6.516 2.578
120 H 0.003 4.997 0.673

Number 1: calculated total energy -154599.15321 eV. Number 2: calculated total energy -128464.10138 eV.